# 1
The following is a quantum chemistry calculation of the molecule C3H9N3O2 at a distorted geometry, from the Open Molecules 2025 dataset.

The value obtained for the highest occupied orbital energy (alpha / beta) is -8.7 / -8.7 eV. For the LUMO energy (alpha / beta), the calculation gives 0.3 / 0.3 eV. As for the total energy: -434.284243 a.u. Its relative energy (zero: lowest compared OMol25 entry of this formula, charge and spin) is 6.583 eV.

ORCA input file:
```
! RIJCOSX wB97M-V def2-TZVPD def2/J DEFGRID3
* xyz 0 1
C 1.253 -0.686 -0.077
C -0.130 1.409 0.189
C -0.132 -0.128 0.301
N -0.273 -0.572 1.631
N -1.727 -0.463 2.287
N -1.214 -0.634 -0.582
O -1.918 -0.695 3.434
O -2.714 -0.188 1.434
H 1.222 -1.773 -0.084
H 1.574 -0.319 -1.049
H 1.967 -0.378 0.682
H -1.130 1.806 0.345
H 0.222 1.713 -0.795
H 0.533 1.820 0.943
H -2.321 -0.280 0.470
H -1.137 -0.232 -1.510
H -1.157 -1.646 -0.666
*
```

=====

# 2
The following is a quantum chemistry calculation of a structure of composition C8H6O6 at a distorted geometry, from the Open Molecules 2025 dataset.

The value obtained for the highest occupied orbital energy is -7.4 eV. For the LUMO energy, the calculation gives -0.1 eV. As for the total energy: -759.390971 a.u. Its relative energy (zero: lowest compared OMol25 entry of this formula, charge and spin) is 8.115 eV.

ORCA input file:
```
! RIJCOSX wB97M-V def2-TZVPD def2/J DEFGRID3
* xyz 0 1
C 0.643 0.031 -0.181
C -0.805 0.167 -0.165
C 1.878 0.201 -0.995
C 1.848 -0.722 0.208
C 1.918 0.778 0.384
C -1.950 -0.287 0.798
C -1.926 0.342 -1.089
C -1.939 1.128 0.153
O 2.308 0.203 -2.287
O 2.289 -1.903 0.632
O 2.237 1.794 1.245
O -2.572 -1.440 0.738
O -2.800 -0.591 -1.520
O -2.290 2.319 0.655
H 2.420 -0.732 -2.603
H 3.264 -1.963 0.547
H 1.921 1.457 2.201
H -1.919 -2.242 0.691
H -2.928 -1.253 -0.729
H -1.595 2.713 1.316
*
```

=====

# 3
The following is a quantum chemistry calculation of the molecule C5H7NOS at a distorted geometry, from the Open Molecules 2025 dataset.

The value obtained for the highest occupied orbital energy is -8.9 eV. For the LUMO energy, the calculation gives 0.7 eV. As for the total energy: -722.852049 a.u. Its relative energy (zero: lowest compared OMol25 entry of this formula, charge and spin) is 1.797 eV.

ORCA input file:
```
! RIJCOSX wB97M-V def2-TZVPD def2/J DEFGRID3
* xyz 0 1
C 0.249 0.561 -1.592
C -1.769 0.221 -2.138
C -0.380 0.093 -0.492
C 0.795 -1.297 1.447
C 0.195 0.029 0.892
N -0.630 0.666 -2.606
O -1.654 -0.107 -0.763
S 1.467 1.357 1.018
H 1.314 1.000 -1.653
H -2.728 0.308 -2.531
H 1.704 -1.007 2.047
H 0.005 -1.917 1.949
H 1.145 -2.037 0.627
H -0.622 0.224 1.669
H 0.908 1.906 2.127
*
```

=====

# 4
The following is a quantum chemistry calculation of a cluster of 6 separate species, C39H32NO20 in total, from the Open Molecules 2025 dataset.

The value obtained for the highest occupied orbital energy is -10.8 eV. For the LUMO energy, the calculation gives -3.9 eV. As for the total energy: -3064.661334 a.u.

ORCA input file:
```
! RIJCOSX wB97M-V def2-TZVPD def2/J DEFGRID3
* xyz 1 1
C 2.495 0.908 -0.834
C 2.091 0.551 -2.041
C 1.430 -0.767 -2.339
C -0.059 -0.711 -2.181
C -0.687 -0.783 -0.941
C -2.058 -0.759 -0.805
C -2.836 -0.673 -1.954
C -4.320 -0.676 -1.924
N -2.222 -0.586 -3.143
C -0.879 -0.607 -3.282
H 2.857 1.903 -0.636
H 2.462 0.212 -0.005
H 2.284 1.238 -2.854
H 1.842 -1.525 -1.674
H 1.659 -1.082 -3.358
H -0.082 -0.877 -0.049
H -2.571 -0.812 0.144
H -4.741 -0.690 -2.922
H -4.702 -1.503 -1.334
H -4.681 0.227 -1.434
H -2.802 -0.533 -3.977
H -0.482 -0.546 -4.284
C -2.012 1.305 5.210
C -2.660 0.320 4.571
C -2.297 -0.081 3.169
O -2.916 -0.998 2.647
C -1.239 0.637 2.500
C -0.588 1.626 3.130
C -0.935 2.012 4.544
O -0.293 2.907 5.058
O 0.386 2.312 2.560
O -3.654 -0.362 5.121
H -2.261 1.604 6.219
H -1.000 0.342 1.491
H 0.696 2.963 3.220
H -3.946 -1.015 4.458
C 4.294 4.020 6.587
C 2.959 4.067 6.520
C 2.122 4.579 7.660
O 0.915 4.607 7.514
C 2.799 5.008 8.873
C 4.135 4.959 8.944
C 4.972 4.471 7.794
O 6.180 4.472 7.928
O 4.816 5.333 10.019
O 2.273 3.667 5.446
H 4.906 3.654 5.775
H 2.187 5.359 9.692
H 5.759 5.200 9.804
H 1.318 3.795 5.646
C 2.607 -3.558 -6.470
C 2.740 -4.802 -6.961
C 1.814 -5.918 -6.552
O 1.982 -7.010 -7.050
C 0.770 -5.625 -5.577
C 0.650 -4.386 -5.092
C 1.558 -3.270 -5.524
O 1.364 -2.157 -5.044
O -0.278 -4.046 -4.193
O 3.676 -5.133 -7.828
H 3.263 -2.749 -6.758
H 0.121 -6.434 -5.274
H -0.132 -3.100 -4.016
H 3.553 -6.082 -8.024
C -5.779 -0.211 -7.522
C -7.092 -0.173 -7.809
C -8.106 0.374 -6.834
O -9.269 0.388 -7.171
C -7.630 0.851 -5.540
C -6.324 0.810 -5.272
C -5.316 0.283 -6.249
O -4.141 0.286 -5.894
O -5.776 1.219 -4.128
O -7.586 -0.610 -8.951
H -5.045 -0.604 -8.211
H -8.361 1.229 -4.839
H -4.820 1.082 -4.257
H -8.552 -0.470 -8.910
C 3.509 0.585 4.336
C 2.827 -0.464 3.866
C 3.500 -1.752 3.487
O 2.793 -2.656 3.077
C 4.940 -1.844 3.619
C 5.633 -0.795 4.089
C 4.955 0.487 4.489
O 5.649 1.387 4.918
O 6.949 -0.809 4.233
O 1.505 -0.460 3.689
H 3.033 1.518 4.613
H 5.416 -2.770 3.329
H 7.197 0.065 4.590
H 1.287 -1.349 3.346
*
```

=====

# 5
The following is a quantum chemistry calculation of a structure of composition C16H20LuN2OP at a distorted geometry, from the Open Molecules 2025 dataset.

The value obtained for the highest occupied orbital energy (alpha / beta) is -3.0 / -3.0 eV. For the LUMO energy (alpha / beta), the calculation gives 0.1 / 0.2 eV. As for the total energy: -2383.144552 a.u. Its relative energy (zero: lowest compared OMol25 entry of this formula, charge and spin) is 0.000 eV.

ORCA input file:
```
! RIJCOSX wB97M-V def2-TZVPD def2/J DEFGRID3
* xyz 0 1
C -0.680 -1.863 -1.239
C 0.642 -2.175 -0.784
C 0.618 -2.219 0.647
C -0.715 -1.902 1.081
C -1.517 -1.677 -0.083
Lu 0.121 0.037 -0.053
P -0.917 2.039 -1.767
H -1.008 -1.849 -2.271
H 1.495 -2.442 -1.399
H 1.400 -2.610 1.285
H -2.588 -1.520 -0.077
H -1.079 -2.021 2.095
H -2.270 2.502 -1.756
H -0.629 2.165 -3.161
H -0.330 3.290 -1.391
C 3.063 4.212 4.410
N 2.303 3.121 3.811
N 1.862 3.116 2.522
C 1.192 1.950 2.318
O 0.858 1.523 1.144
C 1.069 1.307 3.561
C 1.805 2.048 4.456
C 2.046 1.772 5.884
C 2.230 4.096 1.536
C 3.577 4.412 1.329
C 3.923 5.333 0.335
C 2.923 5.925 -0.446
C 1.576 5.596 -0.238
C 1.227 4.675 0.749
H 2.408 4.853 5.017
H 3.577 4.826 3.665
H 3.823 3.777 5.072
H 0.546 0.371 3.691
H 3.114 1.647 6.125
H 1.630 2.548 6.546
H 1.540 0.825 6.124
H 4.348 3.912 1.920
H 4.977 5.568 0.168
H 3.194 6.639 -1.226
H 0.797 6.042 -0.863
H 0.187 4.379 0.921
*
```

=====

> Among the records above, which one has the lowest total energy?

C39H32NO20

=====

> Which value of total energy does entry 3 give?

-722.852049 a.u.